# 1
{"formula": "C4H6NO2", "method": "ωB97M-V with the def2-TZVPD basis set", "elements": ["C", "C", "O", "C", "C", "N", "O", "H", "H", "H", "H", "H", "H"], "positions_angstrom": [[0.866629, 1.128923, -0.504261], [0.096801, 0.698373, 0.744824], [-0.080982, 1.428453, 1.677798], [-0.286034, -0.786705, 0.676175], [-1.151573, -1.121822, 1.804579], [-1.577264, -0.439871, 2.780214], [-2.133628, 0.054004, 3.700673], [1.493547, 0.362490, -0.947132], [1.384976, 2.096542, -0.338359], [-0.019765, 1.472325, -1.162277], [0.644567, -1.548831, 0.558200], [-0.952881, -1.073862, -0.089412], [-1.342664, -2.205112, 1.854428]], "forces_ev_per_a": [[-2.067, 1.891, 0.014], [2.536, 0.178, -1.882], [-1.122, -1.050, 0.483], [1.881, -0.377, 0.985], [-0.262, -0.707, 2.469], [-0.984, 0.992, 1.508], [1.859, -1.631, -3.126], [-0.202, 0.005, -0.159], [-0.020, -0.862, 0.160], [1.413, -0.885, 0.297], [-2.048, 1.925, 0.598], [-0.416, 0.173, -1.897], [-0.567, 0.348, 0.550]], "gap_ev": 7.58, "e_lumo_ev": -7.46, "charge": 1, "molar_mass_g_mol": 100.097, "homo_energy_ev": -15.04, "de_lowest_kcal_mol": 97.3, "smiles": "CC(=O)CC=[N+]=O"}


# 2
{"formula": "C29H40BGaN4OTe", "method": "ωB97M-V with the def2-TZVPD basis set", "elements": ["Ga", "N", "C", "C", "C", "N", "H", "H", "H", "H", "H", "H", "H", "H", "H", "H", "C", "C", "C", "C", "C", "C", "Te", "N", "C", "O", "C", "C", "C", "C", "C", "C", "C", "C", "C", "C", "C", "C", "C", "C", "C", "C", "C", "C", "H", "H", "H", "H", "H", "H", "H", "H", "H", "H", "H", "H", "H", "H", "H", "H", "H", "H", "H", "H", "H", "H", "H", "H", "H", "H", "H", "B", "C", "N", "H", "H", "H"], "positions_angstrom": [[2.579304, -0.386772, -1.663418], [4.709393, 0.024421, -1.491634], [5.311087, 0.999296, -0.545273], [4.934990, 2.434834, -0.880402], [3.479163, 2.733144, -0.567627], [2.590166, 1.992301, -1.481541], [5.011513, -0.917735, -1.246158], [5.088711, 0.198512, -2.420987], [6.396978, 0.895193, -0.558113], [4.958881, 0.753755, 0.457792], [5.142582, 2.640543, -1.935706], [5.557363, 3.105390, -0.288156], [3.294894, 3.808633, -0.621535], [3.252296, 2.405234, 0.449505], [2.641876, 2.403373, -2.411851], [1.626759, 2.110832, -1.182404], [-4.130523, 3.743062, 5.062355], [-3.256549, 3.045997, 4.058939], [-3.167698, 3.491341, 2.746850], [-2.363932, 2.847915, 1.815025], [-2.254952, 3.389151, 0.411609], [-1.636547, 1.723072, 2.211944], [-0.263813, 0.842513, 0.807087], [0.795978, -0.115111, -1.378552], [-0.132043, 0.333896, -2.197190], [-1.168416, 0.877981, -1.716058], [-0.038082, 0.199908, -3.689311], [1.168081, 0.155885, -4.377729], [1.204869, -0.037998, -5.747869], [0.014141, -0.167806, -6.448695], [-1.197964, -0.064637, -5.782996], [-1.226384, 0.110499, -4.408286], [-0.942817, -1.146893, 1.024757], [-2.293056, -1.439707, 0.781503], [-3.284531, -0.388056, 0.362872], [-2.716280, -2.753059, 0.938904], [-1.847281, -3.766154, 1.322307], [-2.316548, -5.183747, 1.470580], [-0.517211, -3.441821, 1.554079], [-0.042327, -2.146954, 1.407495], [1.411168, -1.893144, 1.709430], [-1.682837, 1.266709, 3.538040], [-0.853859, 0.110340, 4.034717], [-2.500321, 1.941354, 4.435083], [-4.655762, 4.583363, 4.612542], [-3.532852, 4.113825, 5.896175], [-4.870558, 3.053728, 5.470686], [-3.735473, 4.364309, 2.445339], [-3.064975, 4.082767, 0.194457], [-2.275389, 2.585875, -0.327189], [-1.313570, 3.935480, 0.296526], [2.117420, 0.306904, -3.854638], [2.149244, -0.088049, -6.273092], [0.036804, -0.352229, -7.514344], [-2.124268, -0.118902, -6.338900], [-2.163197, 0.173351, -3.873014], [-2.844369, 0.284213, -0.371740], [-3.603733, 0.202366, 1.224424], [-4.166609, -0.842339, -0.085210], [-3.756417, -2.988278, 0.745439], [-3.399336, -5.257526, 1.388365], [-2.015360, -5.595777, 2.434053], [-1.874808, -5.812236, 0.695257], [0.171579, -4.223586, 1.855695], [2.036163, -2.648419, 1.236982], [1.590326, -1.941709, 2.785592], [1.731594, -0.910145, 1.354779], [0.143514, 0.126917, 3.590766], [-1.319615, -0.844559, 3.785110], [-0.747102, 0.160016, 5.117239], [-2.539674, 1.600356, 5.464318], [1.887182, -4.598859, -1.594474], [2.579367, -3.258118, -1.571091], [3.112416, -2.212828, -1.542173], [0.729512, -4.261279, -1.476771], [2.129740, -5.087447, -2.662884], [2.251966, -5.266688, -0.667626]], "forces_ev_per_a": [[-0.334, 0.649, 0.286], [-0.517, -0.438, -0.107], [0.016, 0.354, 0.069], [-0.222, -0.155, 0.121], [0.130, 0.088, -0.076], [0.127, -0.018, -0.042], [0.093, -0.001, -0.066], [-0.026, -0.003, -0.044], [-0.033, -0.139, -0.011], [0.043, -0.065, -0.005], [0.073, 0.072, 0.019], [0.088, -0.026, -0.051], [-0.028, -0.026, 0.023], [-0.030, 0.064, 0.010], [-0.008, -0.003, -0.007], [-0.078, -0.111, -0.074], [0.030, -0.029, -0.017], [0.002, -0.014, -0.031], [-0.054, -0.026, 0.074], [0.109, -0.037, -0.204], [-0.022, -0.075, 0.133], [0.157, -0.011, 0.010], [-0.572, 0.052, 0.611], [1.155, -0.414, -0.515], [-0.009, 0.058, 0.683], [0.004, -0.064, -0.243], [-0.094, 0.057, -0.036], [-0.086, -0.062, 0.040], [0.015, -0.002, -0.050], [0.025, -0.003, -0.047], [0.004, -0.023, 0.000], [0.068, 0.051, -0.038], [-0.033, -0.015, -0.102], [0.071, 0.229, -0.040], [0.004, -0.019, 0.058], [0.046, -0.021, 0.001], [-0.014, 0.028, 0.035], [-0.006, -0.044, -0.027], [-0.021, -0.023, 0.001], [0.045, 0.105, -0.023], [-0.086, 0.018, -0.064], [0.110, 0.038, -0.055], [-0.155, 0.035, -0.039], [-0.031, -0.017, -0.024], [-0.006, 0.012, 0.022], [-0.028, 0.023, 0.012], [-0.014, 0.017, 0.010], [-0.001, -0.010, -0.034], [-0.003, 0.002, -0.010], [-0.025, 0.106, -0.062], [-0.012, 0.004, -0.081], [0.028, -0.031, -0.027], [0.015, 0.010, 0.021], [-0.010, 0.076, -0.011], [-0.008, -0.086, 0.020], [0.003, 0.020, 0.006], [-0.089, 0.014, -0.016], [-0.043, -0.006, -0.030], [0.004, -0.044, 0.033], [-0.003, -0.004, 0.000], [-0.005, 0.010, 0.005], [-0.002, 0.000, 0.004], [0.003, -0.001, -0.002], [0.032, 0.008, -0.037], [0.028, -0.078, -0.015], [0.043, 0.078, -0.007], [0.087, -0.021, 0.071], [0.049, -0.076, 0.057], [0.045, -0.032, -0.030], [0.028, 0.002, -0.012], [0.005, -0.009, -0.004], [-0.399, -0.314, -0.042], [0.504, 0.328, 0.163], [-0.200, 0.056, -0.109], [-0.106, -0.049, -0.043], [-0.012, -0.056, -0.129], [0.134, 0.034, 0.144]], "gap_ev": [7.11, 6.77], "e_lumo_ev": [-3.29, -4.22], "charge": 1, "molar_mass_g_mol": 668.801, "homo_energy_ev": [-10.40, -10.99], "de_lowest_kcal_mol": 10.5, "multiplicity": 2}


# 3
{"formula": "C15H31Cl2I3O4P2", "method": "ωB97M-V with the def2-TZVPD basis set", "elements": ["C", "C", "P", "C", "C", "O", "C", "C", "C", "C", "I", "P", "O", "O", "C", "O", "C", "C", "I", "C", "C", "I", "H", "H", "H", "H", "H", "H", "H", "H", "H", "H", "H", "H", "H", "H", "H", "H", "H", "H", "H", "H", "H", "H", "H", "H", "H", "H", "H", "Cl", "C", "C", "Cl", "H", "H", "H", "H"], "positions_angstrom": [[0.270049, 2.536138, 2.380587], [1.330903, 1.696311, 1.648519], [1.083398, -0.129547, 1.883377], [2.746349, -0.713993, 2.428774], [0.771802, -0.790417, 0.159925], [0.222313, -2.115297, 0.354138], [-1.134753, -2.201633, 0.762689], [-2.110197, -1.764970, -0.350550], [-2.867494, -0.472570, -0.017471], [-4.021494, -0.085809, -0.950814], [-3.841373, -0.713669, -2.982830], [-1.449266, -3.974849, 1.252110], [-1.262574, -4.692712, -0.224694], [-0.037004, -4.280568, 2.029384], [1.690699, -0.961343, -1.088766], [1.028852, -0.404183, -2.227670], [0.879877, 0.999125, -2.306769], [3.203782, -0.688984, -1.137428], [3.860734, 1.235782, -0.452527], [4.098783, -1.907964, -0.711432], [3.356009, -3.100739, -0.081063], [5.862295, -1.475296, 0.449792], [0.257529, 3.557927, 1.987483], [0.477514, 2.601275, 3.451376], [-0.730370, 2.118689, 2.240992], [2.333489, 1.943693, 2.013021], [1.318973, 1.950442, 0.584519], [2.981609, -1.700254, 2.028458], [2.693799, -0.818863, 3.517357], [3.549945, -0.015058, 2.180684], [-0.036792, -0.136625, -0.201675], [-1.312948, -1.603176, 1.669351], [-2.843987, -2.557239, -0.542317], [-1.521601, -1.640922, -1.265227], [-3.299107, -0.587625, 0.986648], [-2.169655, 0.372241, 0.049320], [-4.975857, -0.476364, -0.596015], [-4.115801, 0.997143, -1.011937], [-0.373636, -4.628968, -0.585951], [0.738215, -3.964082, 1.551991], [1.620702, -2.029281, -1.326726], [0.008794, 1.185905, -2.940244], [1.756960, 1.479773, -2.754634], [0.703538, 1.455429, -1.324499], [3.379446, -0.578939, -2.209495], [4.570093, -2.246112, -1.634530], [2.454761, -2.797074, 0.454913], [3.062683, -3.810931, -0.861408], [3.992482, -3.640061, 0.621063], [-5.413758, 4.103164, -1.228766], [-4.186239, 5.332382, -0.828511], [-2.783823, 4.798454, -0.975057], [-2.410501, 3.555442, 0.250934], [-4.376234, 5.668888, 0.187403], [-4.330179, 6.164148, -1.515822], [-2.067044, 5.605863, -0.836899], [-2.634689, 4.347904, -1.953082]], "forces_ev_per_a": [[0.144, 0.029, -0.110], [-0.278, 0.241, 0.134], [0.077, 0.039, 0.108], [-0.024, 0.098, 0.189], [-0.116, -0.024, -0.115], [0.206, -0.060, 0.018], [-0.333, 0.046, -0.040], [-0.073, 0.122, 0.217], [0.095, -0.034, 0.031], [-0.083, 0.198, 0.385], [0.033, 0.042, -0.127], [0.139, 0.057, -0.198], [-0.095, -0.116, 0.468], [-0.384, -0.283, -0.063], [-0.159, -0.045, -0.272], [0.146, -0.115, 0.127], [-0.044, 0.177, -0.036], [0.214, -0.138, -0.290], [0.089, 0.171, -0.335], [-0.062, -0.036, -0.074], [0.003, -0.081, 0.064], [0.131, -0.179, 0.051], [0.009, -0.109, 0.064], [-0.099, -0.141, -0.050], [0.059, 0.026, 0.078], [-0.183, 0.024, -0.091], [-0.033, -0.064, 0.230], [-0.014, 0.131, 0.079], [0.067, 0.025, -0.128], [-0.110, -0.220, -0.009], [0.113, -0.097, 0.110], [0.211, -0.032, -0.060], [0.120, 0.043, -0.069], [-0.154, -0.090, 0.018], [0.042, 0.099, -0.127], [-0.023, -0.137, -0.056], [0.150, -0.120, -0.181], [-0.015, -0.070, 0.027], [0.145, 0.188, -0.167], [0.092, 0.316, -0.038], [-0.026, 0.197, 0.143], [0.097, -0.032, 0.067], [-0.072, -0.062, 0.070], [-0.023, -0.023, -0.123], [0.001, 0.051, 0.152], [-0.067, -0.016, 0.161], [0.171, -0.065, -0.110], [-0.059, 0.113, 0.064], [-0.020, 0.028, -0.130], [0.003, -0.020, 0.002], [0.008, 0.018, 0.007], [-0.008, -0.003, -0.049], [0.012, -0.025, -0.040], [-0.004, -0.016, 0.000], [0.001, -0.010, -0.006], [-0.010, 0.000, 0.018], [-0.005, -0.014, 0.011]], "gap_ev": 8.41, "e_lumo_ev": -0.12, "molar_mass_g_mol": 788.975, "homo_energy_ev": -8.53, "de_lowest_kcal_mol": 0.0}


# 4
{"formula": "C5H10O", "method": "ωB97M-V with the def2-TZVPD basis set", "elements": ["C", "C", "C", "C", "O", "C", "H", "H", "H", "H", "H", "H", "H", "H", "H", "H"], "positions_angstrom": [[1.400540, -0.066211, -0.618316], [0.032933, 0.019249, 0.042914], [0.188018, 0.636343, 1.434801], [-0.813842, -1.267679, -0.063652], [-1.860407, -0.589686, -0.768920], [-1.075534, 0.604621, -0.858216], [1.845181, 0.933336, -0.686778], [1.357149, -0.493264, -1.627692], [2.063687, -0.692230, -0.010667], [0.365415, 1.715334, 1.347963], [-0.665821, 0.490181, 2.107844], [1.070652, 0.201727, 1.918082], [-1.177412, -1.718783, 0.868097], [-0.345976, -2.045709, -0.684181], [-1.623414, 1.484310, -0.496836], [-0.736385, 0.790670, -1.888385]], "forces_ev_per_a": [[0.081, 0.003, -0.018], [0.022, 0.011, 0.012], [0.024, 0.010, -0.011], [0.165, -0.302, 0.188], [-0.174, -0.071, -0.063], [0.083, 0.368, -0.093], [0.018, -0.133, -0.016], [-0.076, 0.088, 0.188], [-0.005, 0.082, -0.122], [-0.007, -0.145, 0.013], [0.026, -0.025, -0.330], [-0.159, 0.057, 0.048], [0.091, 0.113, -0.083], [-0.099, 0.075, 0.104], [0.117, -0.134, 0.039], [-0.107, 0.002, 0.146]], "gap_ev": 10.50, "e_lumo_ev": 0.92, "molar_mass_g_mol": 86.134, "homo_energy_ev": -9.58, "de_lowest_kcal_mol": 27.9}